1.
This record from OMol25 describes 3 unconnected molecules or ions with the total composition C12H21N2O at a distorted geometry. The level of theory is the ωB97M-V functional and the def2-TZVPD basis.

```
36
Properties=species:S:1:pos:R:3
H -3.22 1.08 0.06
H -1.33 -3.92 -0.22
O -2.56 0.64 -0.44
H 2.16 1.69 3.28
C 2.27 1.16 2.29
H 3.09 0.31 2.33
H 1.24 -1.46 1.64
H 0.15 -0.74 -3.54
H -3.49 -4.52 -1.39
C -2.72 -0.72 -0.58
H 1.24 0.50 0.41
H 2.72 1.84 1.62
C -1.90 -1.81 -0.33
H 0.52 2.66 1.39
C 0.56 -0.67 2.06
H -0.82 1.45 0.84
H -4.77 -0.44 -1.20
C 2.46 1.46 -1.58
C -0.07 0.09 -2.82
N 1.08 0.68 1.64
H -0.40 -0.95 1.59
H 0.37 -0.81 3.23
C 0.08 1.67 1.56
C -4.30 -2.48 -1.31
N 1.41 0.55 -0.99
H 0.30 0.96 -3.35
C 0.52 -0.11 -1.52
H -5.32 -2.67 -1.60
C -2.09 -3.10 -0.58
H 3.42 0.92 -1.37
H -0.33 1.85 2.57
H 2.26 2.45 -1.11
H 2.16 1.64 -2.65
C -4.02 -1.12 -0.97
H -1.17 0.03 -2.66
C -3.32 -3.47 -1.15
```

The calculation puts the total energy at -17799.3329 eV. As for the spin multiplicity: 1. For the largest force on an atom, the calculation gives 4.18 eV Å⁻¹. Its energy above the lowest of the compared OMol25 structures with the same formula, charge and spin is 169.1 kcal/mol. As for the charge: +1.

***

2.
This record from OMol25 describes C4H8O2 in the gas phase. The level of theory is the ωB97M-V functional and the def2-TZVPD basis.

```
14
Properties=species:S:1:pos:R:3
O -1.08 -0.45 0.82
H -2.11 0.34 -0.79
H -0.86 -1.51 0.36
H 2.09 -0.05 -0.35
C 0.08 0.57 -0.99
C 0.55 -0.85 0.91
C -1.22 0.57 -0.19
H 0.76 -0.83 1.99
H 1.32 1.16 0.71
O 0.36 -2.02 0.34
H 0.24 1.51 -1.51
C 1.14 0.28 0.08
H 0.08 -0.25 -1.72
H -1.37 1.52 0.33
```

The calculation puts the total energy at -8370.6593 eV. As for the spin multiplicity: 1. For the largest force on an atom, the calculation gives 0.21 eV Å⁻¹. Its energy above the lowest of the compared OMol25 structures with the same formula, charge and spin is 60.5 kcal/mol. As for the charge: 0.

***

3.
This record from OMol25 describes 2 unconnected molecules or ions with the total composition C2H8O2 at a distorted geometry. The level of theory is the ωB97M-V functional and the def2-TZVPD basis.

```
12
Properties=species:S:1:pos:R:3
H -0.95 0.50 0.06
H 0.96 1.19 2.12
C 0.24 -1.76 -0.62
O -0.71 1.03 0.94
O -0.23 -0.66 -1.36
H 0.58 2.67 1.02
H 1.01 -2.39 -1.02
H 0.61 -1.41 0.41
C 0.52 1.52 1.11
H -0.57 -2.36 -0.16
H 0.28 -0.61 -2.24
H 1.10 0.98 0.28
```

The calculation puts the total energy at -6286.9250 eV. As for the spin multiplicity: 2. For the largest force on an atom, the calculation gives 3.88 eV Å⁻¹. Its energy above the lowest of the compared OMol25 structures with the same formula, charge and spin is 26.4 kcal/mol. As for the charge: +1.